No. 1
DFT (ωB97M-V/def2-TZVPD) results for 2 unconnected molecules or ions with the total composition ClH3N2OS at a distorted geometry.

Values from the calculation:
charge	0
energy relative to the best compared isomer or geometry (same formula, charge and spin)	153.1	kJ/mol
HOMO energy (spin up / spin down)	-0.36750 / -0.36751	Ha
HOMO-LUMO gap (spin up / spin down)	0.2663 / 0.2664	Eh
LUMO energy (spin up / spin down)	-2.753 / -2.753	eV

CARTESIAN COORDINATES (ANGSTROEM)
N: -0.2726 -1.0118 -1.4090
N: -0.8225 0.4664 0.7628
O: 0.4638 -1.6831 0.8782
S: 0.1673 -0.6288 -0.0212
Cl: 2.4684 1.1923 -0.1029
H: -0.4358 -0.2998 -2.0972
H: -0.5419 0.6402 1.7173
H: -1.0267 1.3245 0.2721

No. 2
DFT (ωB97M-V/def2-TZVPD) results for a molecular structure, C10H21ClNO2P2PdSe at a distorted geometry.

Values from the calculation:
charge	+3
HOMO energy (spin up / spin down)	-0.67209 / -0.67219	Ha
HOMO-LUMO gap (spin up / spin down)	0.2746 / 0.1095	Eh
LUMO energy (spin up / spin down)	-10.816 / -15.312	eV
2S+1	5
<S²>	6.0286

CARTESIAN COORDINATES (ANGSTROEM)
C: 5.0113 -2.6092 -0.9988
C: 3.8288 -1.9643 -0.3394
H: 4.7005 -3.5828 -1.4005
H: 5.8266 -2.7553 -0.2763
H: 5.3896 -1.9779 -1.8147
O: 2.7206 -2.4635 -0.2633
Cl: 4.1720 -0.3471 0.3420
Pd: -0.6999 0.1602 0.0347
P: -0.4655 -0.3655 2.2633
C: -1.7633 -1.4775 2.9266
C: 1.0787 -1.2885 2.5643
H: 1.1676 -1.5332 3.6228
H: -0.2324 0.6008 4.4886
H: 1.9190 -0.6759 2.2404
H: 0.3613 1.6908 3.1973
H: -1.8175 -2.3824 2.3157
H: 1.0663 -2.1947 1.9607
C: -0.4255 0.9914 3.4845
H: -1.5347 -1.7455 3.9645
H: -1.3896 1.5018 3.4539
H: -2.7267 -0.9620 2.8807
P: -0.7081 1.2014 -2.0103
C: -2.1016 0.7389 -3.1069
C: -0.7315 3.0254 -2.0692
H: 1.6556 1.0327 -2.4331
H: 0.7532 1.2460 -3.9628
H: 0.7703 -0.3353 -3.1303
C: 0.7658 0.7455 -2.9932
H: 0.1032 3.4039 -1.4773
H: -0.6504 3.3766 -3.1023
H: -1.9812 1.2158 -4.0856
H: -3.0346 1.0704 -2.6446
H: -1.6695 3.3608 -1.6250
H: -2.1318 -0.3471 -3.2246
C: -2.2530 -0.8381 -0.2235
O: -3.2955 -1.3446 -0.3550
Se: -5.4031 2.3928 0.7009
C: -3.7053 1.8766 0.5745
N: -2.5699 1.5587 0.5215

No. 3
DFT (ωB97M-V/def2-TZVPD) results for a molecular structure, C30H47BrCuN4OP2 at a distorted geometry.

Values from the calculation:
charge	+2
energy relative to the best compared isomer or geometry (same formula, charge and spin)	125.7	kJ/mol
HOMO energy (spin up / spin down)	-0.48653 / -0.47458	Ha
HOMO-LUMO gap (spin up / spin down)	0.2336 / 0.1683	Eh
LUMO energy (spin up / spin down)	-6.882 / -8.333	eV
2S+1	2
<S²>	0.8245

CARTESIAN COORDINATES (ANGSTROEM)
N: -5.7778 -1.5791 3.8298
C: -5.2395 -0.5328 4.4596
C: -4.8572 0.6264 3.7788
C: -5.0640 0.7037 2.3775
C: -5.6739 -0.4065 1.7394
C: -6.0038 -1.5239 2.5159
C: -4.5263 1.7847 1.6038
Cu: 0.4345 0.6112 -0.6214
P: 2.9016 0.4931 -1.8748
C: -4.4211 1.7351 0.2302
C: -3.2266 2.0954 -0.4454
C: -2.9795 1.6119 -1.7700
C: -1.7018 1.5306 -2.2547
C: -0.6299 1.9812 -1.4090
C: -0.8892 2.6409 -0.1691
C: -2.1842 2.7403 0.2733
Br: 0.8680 2.8927 -2.5494
H: -4.1262 2.6345 2.1630
H: -5.2449 1.3722 -0.3879
H: -4.3827 1.4462 4.3204
H: -5.8483 -0.4275 0.6638
H: -5.1114 -0.6112 5.5408
H: -6.4641 -2.3916 2.0430
H: -3.8114 1.2445 -2.3735
H: -2.3966 3.2339 1.2223
H: -1.4480 1.2173 -3.2652
H: -0.0657 3.1135 0.3624
P: -0.3506 -1.4605 -0.8114
C: 3.5945 2.0570 -1.1638
C: 4.6970 2.7875 -1.9047
H: 3.8779 1.8409 -0.1203
H: 2.7261 2.7357 -1.0982
H: 4.8177 3.7864 -1.4561
H: 5.6653 2.2812 -1.8239
H: 4.4432 2.9244 -2.9612
C: 2.6638 0.3817 -3.7018
C: 3.8930 0.6043 -4.5632
H: 1.8623 1.0921 -3.9597
H: 2.2682 -0.6293 -3.8698
H: 3.5779 0.6628 -5.6154
H: 4.4124 1.5358 -4.3042
H: 4.6055 -0.2273 -4.4785
C: 4.1440 -0.8235 -1.5782
C: 5.5876 -0.3563 -1.6496
H: 3.9430 -1.6102 -2.3225
H: 3.9276 -1.2657 -0.5964
H: 6.2423 -1.2217 -1.4966
H: 5.8253 0.0744 -2.6308
H: 5.8306 0.3720 -0.8654
C: 0.3857 -2.7032 0.3192
C: 1.8518 -3.0435 0.0567
H: -0.2265 -3.6132 0.2609
H: 0.2630 -2.3023 1.3358
H: 2.0893 -4.0097 0.5165
H: 2.0801 -3.1214 -1.0132
H: 2.5204 -2.2977 0.5000
C: -0.2275 -2.3252 -2.4330
C: -1.0526 -1.7302 -3.5746
H: -0.5227 -3.3731 -2.2560
H: 0.8403 -2.3286 -2.6983
H: -0.7467 -2.1933 -4.5216
H: -2.1230 -1.9199 -3.4451
H: -0.9032 -0.6512 -3.6735
C: -2.1672 -1.5301 -0.4793
C: -2.6871 -2.4015 0.6564
H: -2.6513 -1.8075 -1.4255
H: -2.4434 -0.4865 -0.2747
H: -3.7667 -2.5481 0.5208
H: -2.2170 -3.3898 0.6919
H: -2.5452 -1.9009 1.6234
C: -1.3040 -0.0256 4.4175
N: -0.0641 0.2784 3.7218
C: 1.0747 0.5425 4.4073
C: 2.2115 0.7900 3.6986
C: 2.1571 0.6627 2.2982
N: 1.0061 0.5892 1.6165
C: -0.1468 0.4022 2.3390
O: -1.2671 0.3063 1.8157
N: 3.3315 0.6043 1.5981
H: -1.0590 -0.2722 5.4533
H: -1.8022 -0.8763 3.9386
H: -1.9892 0.8304 4.4008
H: 0.9954 0.5075 5.4933
H: 3.1735 0.9563 4.1744
H: 4.1994 0.5909 2.1333
H: 3.3478 0.0123 0.7749

No. 4
DFT (ωB97M-V/def2-TZVPD) results for C2H2N2O2 in the gas phase at a distorted geometry.

Values from the calculation:
charge	0
energy relative to the best compared isomer or geometry (same formula, charge and spin)	336.1	kJ/mol
HOMO energy	-0.36618	Ha
HOMO-LUMO gap	0.3493	Eh
LUMO energy	-0.460	eV

CARTESIAN COORDINATES (ANGSTROEM)
O: -0.1700 1.4448 1.6330
C: -0.3432 0.7069 0.7388
C: -0.1806 -0.7217 0.6484
N: 0.1391 -1.1887 -0.5624
N: -0.0397 0.0388 -1.3452
O: -0.0077 1.1914 -0.5198
H: -0.1729 -1.4550 1.4673
H: 0.7752 -0.0165 -2.0601

No. 5
DFT (ωB97M-V/def2-TZVPD) results for 16 unconnected molecules or ions with the total composition C23H27Cl46N3O3S at a distorted geometry.

Values from the calculation:
charge	0
HOMO energy	-0.35226	Ha
HOMO-LUMO gap	0.3530	Eh
LUMO energy	0.021	eV

CARTESIAN COORDINATES (ANGSTROEM)
C: -1.1761 0.8334 -0.5543
C: -0.2356 -0.0835 -1.4504
Cl: 1.4800 0.5210 -1.3122
C: -0.3783 -1.5318 -0.8724
N: 0.3020 -2.5479 -1.7139
C: 0.8356 -3.6409 -0.9890
O: 2.0370 -3.7674 -0.9595
O: 0.0649 -4.6144 -0.3671
C: -0.3430 -4.2688 0.9628
C: 0.7554 -4.4588 2.0578
S: 1.9764 -3.0939 2.1830
C: 1.2707 -1.7122 3.0704
N: 0.9610 -1.5896 4.3557
N: 0.4967 -0.3378 4.5496
C: 0.5169 0.3125 3.3777
O: 0.9910 -0.5318 2.4196
H: -0.5868 1.2026 0.3200
H: -1.5029 1.6991 -1.1798
H: -2.0453 0.2139 -0.2348
H: -0.6690 -0.0257 -2.5013
H: 0.0568 -1.5529 0.1613
H: -1.4804 -1.7475 -0.8489
H: 1.0737 -2.0805 -2.1974
H: -0.7649 -3.2452 1.0810
H: -1.1774 -4.9724 1.2225
H: 1.3238 -5.4135 1.9245
H: 0.2265 -4.5761 3.0416
H: 0.2001 1.3594 3.2551
C: 1.0903 2.0390 6.9916
Cl: 2.6818 1.2721 6.9768
Cl: 0.6439 2.5081 8.6344
Cl: 1.0655 3.4418 5.9147
H: 0.3623 1.3183 6.6296
C: -1.2454 -3.3840 -5.3631
Cl: 0.4270 -3.5876 -5.8857
Cl: -1.3973 -1.9702 -4.3147
Cl: -2.3218 -3.2360 -6.7548
H: -1.5365 -4.2637 -4.7987
C: -5.2184 -1.4634 -8.7624
Cl: -6.4262 -1.1679 -10.0173
Cl: -5.9829 -1.5510 -7.1711
Cl: -4.3195 -2.9476 -9.0979
H: -4.5189 -0.6329 -8.7600
C: 5.7758 -2.9189 1.2756
Cl: 7.4498 -3.0451 0.7217
Cl: 5.5126 -3.9318 2.6994
Cl: 5.3616 -1.2365 1.6264
H: 5.1247 -3.2715 0.4815
C: 2.5069 -0.6481 -8.1123
Cl: 2.1882 -2.1950 -8.9054
Cl: 1.8384 0.6855 -9.0604
Cl: 1.8463 -0.6399 -6.4749
H: 3.5812 -0.5141 -8.0470
C: 11.3705 -1.8441 -0.3430
Cl: 10.5249 -3.1944 0.4206
Cl: 12.4237 -1.0317 0.8197
Cl: 12.2985 -2.4000 -1.7402
H: 10.6299 -1.1306 -0.6881
C: 1.0014 -3.0787 8.0706
Cl: 1.2550 -4.0078 6.5942
Cl: 1.0613 -1.3543 7.7026
Cl: -0.5396 -3.5066 8.8257
H: 1.7986 -3.3123 8.7678
C: -0.8387 3.6204 -3.9764
Cl: -0.4456 1.9042 -3.8216
Cl: -2.0077 4.0989 -2.7441
Cl: 0.6212 4.6077 -3.8670
H: -1.2857 3.7794 -4.9504
C: -6.0713 2.9091 -3.3176
Cl: -4.5035 2.0930 -3.3407
Cl: -6.4593 3.4550 -1.6832
Cl: -6.0856 4.2694 -4.4476
H: -6.8304 2.2000 -3.6303
C: 1.3313 5.7001 11.4497
Cl: 1.3559 5.6002 9.6875
Cl: 0.5286 7.1831 11.9800
Cl: 0.5340 4.2820 12.1390
H: 2.3561 5.7216 11.8049
C: 3.8574 1.8857 10.7893
Cl: 5.4325 1.0861 10.7473
Cl: 3.0341 1.5562 12.3170
Cl: 4.0369 3.6268 10.5374
H: 3.2508 1.4872 9.9817
C: -4.2105 2.9545 -7.8515
Cl: -5.0706 1.6768 -6.9882
Cl: -3.1704 3.8641 -6.7481
Cl: -3.2641 2.2766 -9.1807
H: -4.9434 3.6373 -8.2678
C: -1.3915 -7.6961 -5.8987
Cl: 0.1356 -7.0744 -5.2627
Cl: -2.7149 -6.5804 -5.5366
Cl: -1.2733 -7.9757 -7.6383
H: -1.6030 -8.6433 -5.4145
C: -7.8062 3.7140 2.3560
Cl: -9.5108 3.6642 2.8162
Cl: -7.3061 2.1712 1.6548
Cl: -7.5046 5.0400 1.2265
H: -7.2171 3.8882 3.2499
C: -1.0955 8.0868 -1.1389
Cl: -1.7436 7.1909 0.2400
Cl: 0.5637 7.5857 -1.4808
Cl: -2.1190 7.8637 -2.5613
H: -1.0881 9.1417 -0.8870

No. 6
DFT (ωB97M-V/def2-TZVPD) results for a molecular structure, H28NeO14 at a distorted geometry.

Values from the calculation:
charge	0
energy relative to the best compared isomer or geometry (same formula, charge and spin)	110.3	kJ/mol
HOMO energy	-0.39219	Ha
HOMO-LUMO gap	0.3804	Eh
LUMO energy	-0.321	eV

CARTESIAN COORDINATES (ANGSTROEM)
Ne: -17.8046 0.7633 0.1648
O: -16.4161 4.4795 -0.1029
H: -16.2798 4.8104 0.7849
H: -16.1142 5.1876 -0.6719
O: -17.6326 2.4404 -1.8900
H: -17.4171 3.2716 -2.3129
H: -17.9268 2.6865 -1.0131
O: -20.2228 -2.0245 1.3160
H: -20.6984 -2.7290 0.8759
H: -19.7023 -1.6173 0.6235
O: -19.3365 0.6137 2.9879
H: -20.2764 0.4964 2.8495
H: -19.2091 0.4489 3.9221
O: -17.7894 -2.4340 2.6448
H: -18.6711 -2.1094 2.4618
H: -17.8021 -2.6507 3.5771
O: -15.6207 -0.4295 3.6724
H: -16.3936 -0.7538 3.2100
H: -15.1221 0.0419 3.0050
O: -16.1776 -0.2063 -1.8769
H: -15.5350 -0.0451 -1.1861
H: -16.6219 0.6337 -1.9921
O: -14.5878 -0.7052 0.5671
H: -13.7637 -0.5439 1.0264
H: -14.6700 -1.6587 0.5492
O: -21.8521 0.6665 0.0457
H: -22.1718 0.7928 0.9391
H: -20.9356 0.9407 0.0777
O: -18.9791 3.4759 2.9394
H: -19.2594 3.6815 2.0476
H: -18.9456 2.5196 2.9660
O: -19.0167 0.5826 -3.2617
H: -18.4632 0.2246 -3.9557
H: -18.4909 1.2808 -2.8715
O: -14.5222 2.6012 -0.1545
H: -14.8809 1.8893 0.3753
H: -15.2004 3.2765 -0.1399
O: -20.1856 3.0958 0.2298
H: -20.0781 3.9992 -0.0680
H: -21.1260 3.0039 0.3829
O: -18.5534 -1.5281 -1.1740
H: -18.7333 -0.7428 -1.6909
H: -17.6444 -1.4268 -0.8920

No. 7
DFT (ωB97M-V/def2-TZVPD) results for 2 unconnected molecules or ions with the total composition C4H8NO2S at a distorted geometry.

Values from the calculation:
charge	-1
energy relative to the best compared isomer or geometry (same formula, charge and spin)	107.1	kJ/mol
HOMO energy	-0.17053	Ha
HOMO-LUMO gap	0.3025	Eh
LUMO energy	3.592	eV

CARTESIAN COORDINATES (ANGSTROEM)
C: -2.5889 0.5826 -0.0397
C: 1.8034 -1.6973 0.9249
C: 0.5678 1.7008 -0.2313
C: 1.1173 -0.6358 0.1205
N: 1.1517 0.5819 0.5631
O: -2.3559 1.5673 0.6169
O: -1.8107 -0.0388 -0.7523
S: -4.5633 0.1610 -0.0345
H: 0.9987 -2.3508 1.2943
H: 2.5336 -2.2470 0.3953
H: 2.2774 -1.3488 1.8649
H: 0.5045 1.4773 -1.2542
H: -0.4608 1.9754 0.0599
H: 1.3244 2.4613 -0.1691
H: 0.7842 -0.9576 -0.8833
H: -5.0393 1.2559 0.4641

What is the charge in the sixth record? 0

Look up the charge of the sixth one. 0

Which value of charge does entry 1 give? 0

Please write out number 7 again, unchanged.
DFT (ωB97M-V/def2-TZVPD) results for 2 unconnected molecules or ions with the total composition C4H8NO2S at a distorted geometry.

Values from the calculation:
charge	-1
energy relative to the best compared isomer or geometry (same formula, charge and spin)	107.1	kJ/mol
HOMO energy	-0.17053	Ha
HOMO-LUMO gap	0.3025	Eh
LUMO energy	3.592	eV

CARTESIAN COORDINATES (ANGSTROEM)
C: -2.5889 0.5826 -0.0397
C: 1.8034 -1.6973 0.9249
C: 0.5678 1.7008 -0.2313
C: 1.1173 -0.6358 0.1205
N: 1.1517 0.5819 0.5631
O: -2.3559 1.5673 0.6169
O: -1.8107 -0.0388 -0.7523
S: -4.5633 0.1610 -0.0345
H: 0.9987 -2.3508 1.2943
H: 2.5336 -2.2470 0.3953
H: 2.2774 -1.3488 1.8649
H: 0.5045 1.4773 -1.2542
H: -0.4608 1.9754 0.0599
H: 1.3244 2.4613 -0.1691
H: 0.7842 -0.9576 -0.8833
H: -5.0393 1.2559 0.4641